Here is a cluster of 6 separate species, C3H16IO5 in total from the OMol25 dataset. Energies are from wB97M-V/def2-TZVPD.

```
! RIJCOSX wB97M-V def2-TZVPD def2/J DEFGRID3
* xyz -1 1
H 14.1576 -26.2379 -0.5524
H 17.7755 -28.9315 -4.0721
H 13.7036 -29.0224 -2.6522
H 14.4188 -34.4791 -2.1200
H 16.2510 -32.8674 -5.3634
H 16.2897 -28.7943 -4.2469
H 12.5053 -26.0738 -1.1552
O 16.7589 -33.5995 -5.7537
H 13.1475 -27.5338 -4.5141
C 13.5617 -26.0662 -1.4474
H 11.8577 -26.9732 -3.4293
O 13.4969 -28.3668 -1.9676
H 13.7864 -25.0619 -1.8206
C 12.8974 -26.8246 -3.7218
H 14.8402 -27.0624 -2.8286
H 15.3682 -33.5805 -2.8764
O 17.1153 -28.2974 -4.3668
C 13.7863 -27.0894 -2.5177
H 14.7054 -29.8711 -6.7057
I 14.7957 -31.0556 -4.1122
H 16.9798 -33.2706 -6.6294
H 15.1173 -28.9876 -7.8768
O 15.3538 -34.3675 -2.3121
H 13.0556 -25.8155 -4.1039
O 14.9715 -29.9068 -7.6373
*
```

- E_tot: -797.91897 Eh
- ΔE to the lowest compared entry with this formula, charge and spin: 3.2 kcal per mole
- Kohn-Sham gap: 8.38 eV